# 1
97
Properties=species:S:1:pos:R:3 method="wB97M-V/def2-TZVPD" charge=+3 homo_energy_ev="-16.27 / -16.39" mol_weight_g_mol=656.7 multiplicity=4 s2=3.8502 gap_ev="4.24 / 4.47" fmax_ev_per_a=8.6
C -1.8605 -1.9195 -1.6152
C 0.3343 -2.1330 -2.4001
C -2.2106 -3.0119 -2.3781
C -0.1087 -2.8930 -3.5193
C -1.3904 -3.4713 -3.4233
H -3.2218 -3.3787 -2.2218
H 0.5984 -3.2033 -4.2853
H -1.6892 -4.3153 -4.0185
N -0.5789 -1.5035 -1.5566
P -2.4788 0.4284 -0.1469
P 2.3069 -0.9902 -0.8211
C -2.8949 -1.2714 -0.7294
H -3.8661 -1.2439 -1.2362
H -3.0752 -1.9107 0.1435
C 0.4070 0.8136 1.3419
O 0.6695 1.6771 2.1131
C 1.7542 -1.9529 -2.2606
H 2.2219 -1.5280 -3.1799
C 3.6973 0.4377 -1.1012
C 3.1299 -2.7087 -0.4128
C -3.3312 1.4674 -1.5227
C -3.4180 0.6081 1.5292
C 3.2330 1.7821 -0.5268
H 2.9566 1.7180 0.5298
H 4.0462 2.5221 -0.5816
H 2.3816 2.1990 -1.0727
C 4.9676 0.0512 -0.3400
H 4.7694 -0.0716 0.7318
H 5.4293 -0.8564 -0.7406
H 5.7169 0.8513 -0.4286
C 3.9758 0.6026 -2.5931
H 4.7056 1.4167 -2.7443
H 4.4299 -0.2942 -3.0262
H 3.0734 0.8634 -3.1623
C 3.9105 -2.6436 0.8917
H 3.3695 -2.0528 1.6522
H 3.9991 -3.6818 1.2492
H 4.9259 -2.2437 0.7687
C 1.9505 -3.6869 -0.2408
H 1.2149 -3.3011 0.4862
H 1.4321 -3.8591 -1.1899
H 2.3367 -4.6624 0.0900
C 4.0062 -3.0816 -1.6390
H 4.1052 -2.3003 -2.4127
H 5.0261 -3.3574 -1.3357
H 3.5505 -3.9517 -2.1271
C -3.1742 2.0325 2.0570
H -3.5758 2.0925 3.0789
H -2.1014 2.2752 2.1095
H -3.6843 2.7990 1.4595
C -2.8171 -0.4094 2.5079
H -3.0133 -1.4467 2.1959
H -1.7359 -0.2733 2.6571
H -3.3096 -0.2688 3.4834
C -4.9128 0.2768 1.4391
H -5.2701 0.0926 2.4614
H -5.5200 1.0940 1.0415
H -5.1012 -0.6413 0.8651
C -2.9619 0.9033 -2.9177
H -3.4724 1.5005 -3.6922
H -1.8934 0.9859 -3.1159
H -3.2499 -0.1534 -3.0420
C -2.8205 2.9135 -1.3478
H -1.7299 2.9682 -1.4438
H -3.2593 3.5475 -2.1335
H -3.0912 3.3171 -0.3639
C -4.8682 1.4443 -1.4234
H -5.2665 0.4189 -1.3496
H -5.2294 2.0581 -0.5863
H -5.2751 1.8828 -2.3508
Mn -0.0169 0.0976 -0.2983
N -0.0575 1.6866 -1.5881
C -0.1205 2.3216 -2.6314
C 0.5683 2.3402 -3.9254
C 0.7633 3.6302 -4.4345
C 0.9254 1.2394 -4.7905
C 0.8828 3.8707 -5.8146
H 0.6635 4.5405 -3.7890
C 1.1877 1.4731 -6.1617
H 0.9890 0.2056 -4.4315
C 1.0930 2.7719 -6.6728
H 0.7560 4.8904 -6.2229
H 1.4232 0.6142 -6.8238
H 1.2005 2.9082 -7.7922
C 2.1406 -2.7146 3.7237
P 0.9553 -1.6212 2.8080
C -0.4130 -2.8652 2.6227
C 0.3835 -0.7117 4.3042
H 2.4358 -3.5738 3.1062
H 1.6853 -3.0710 4.6591
H 3.0368 -2.1238 3.9618
H -1.0819 -2.8212 3.4926
H -0.9946 -2.6605 1.7116
H 0.0174 -3.8728 2.5393
H -0.2402 -1.3689 4.9254
H 1.2737 -0.4072 4.8733
H -0.1670 0.1964 4.0387

# 2
100
Properties=species:S:1:pos:R:3 method="wB97M-V/def2-TZVPD" charge=+1 homo_energy_ev=-8.60 mol_weight_g_mol=737.4 gap_ev=6.08 fmax_ev_per_a=5.7
C 1.5323 -0.5194 -2.2099
C -0.7955 -0.6742 -2.4500
C 1.7545 -0.7367 -3.5656
C -0.6196 -0.7352 -3.8648
C 0.6469 -0.7650 -4.4187
H 2.7778 -0.8744 -3.9170
H -1.5193 -0.7833 -4.4789
H 0.7967 -0.8302 -5.4950
N 0.3069 -0.3552 -1.6807
P 2.7042 0.6179 0.0915
P -2.9306 -1.1066 -0.3843
C 2.7312 -0.6306 -1.2599
H 2.7246 -1.6480 -0.8279
H 3.6684 -0.5593 -1.8346
C -0.4703 -0.2707 3.5990
O -0.6267 -0.9446 4.5160
C -2.0926 -0.9526 -1.9137
H -2.8514 -0.9416 -2.7215
C -3.8874 -2.7501 -0.6732
C -4.0996 0.4366 -0.0438
C 3.8687 -0.1657 1.3622
C 3.4670 2.1104 -0.8236
C -3.8537 -3.5149 0.6602
H -4.3342 -2.9492 1.4708
H -4.3941 -4.4649 0.5277
H -2.8218 -3.7354 0.9631
C -5.3367 -2.5178 -1.1191
H -5.9274 -1.9413 -0.3973
H -5.3909 -2.0291 -2.1009
H -5.8212 -3.5028 -1.2203
C -3.1785 -3.5922 -1.7435
H -3.7252 -4.5420 -1.8646
H -3.1490 -3.0907 -2.7173
H -2.1504 -3.8196 -1.4450
C -5.0159 0.1133 1.1517
H -4.4283 -0.1101 2.0549
H -5.6464 0.9931 1.3624
H -5.6894 -0.7343 0.9732
C -3.2336 1.6534 0.3350
H -2.7012 1.5035 1.2972
H -2.5424 1.9608 -0.4715
H -3.8931 2.5187 0.5055
C -4.9056 0.7642 -1.3033
H -5.5553 -0.0597 -1.6192
H -5.5556 1.6284 -1.0901
H -4.2520 1.0327 -2.1446
C 3.9393 3.1370 0.2167
H 4.2958 4.0288 -0.3209
H 3.1204 3.4539 0.8803
H 4.7780 2.7741 0.8245
C 2.3525 2.7525 -1.6698
H 1.9213 2.0495 -2.3932
H 1.5410 3.1686 -1.0556
H 2.7934 3.5867 -2.2368
C 4.6176 1.7352 -1.7680
H 5.0571 2.6706 -2.1469
H 5.4195 1.1733 -1.2793
H 4.2722 1.1668 -2.6408
C 3.3832 -1.5942 1.6889
H 3.5714 -2.3002 0.8693
H 3.9436 -1.9602 2.5637
H 2.3108 -1.6208 1.9381
C 3.7823 0.6826 2.6449
H 2.7558 0.7032 3.0404
H 4.4338 0.2308 3.4069
H 4.1123 1.7167 2.4889
C 5.3127 -0.2119 0.8496
H 5.4053 -0.7583 -0.0992
H 5.7530 0.7872 0.7318
H 5.9242 -0.7453 1.5952
Sr -0.3415 0.7574 0.5977
N -0.6680 -1.6028 0.8226
C -0.5645 -2.4777 0.0007
C 0.0401 -3.7453 -0.2764
C 0.4258 -4.4848 0.8523
C 0.2639 -4.2601 -1.5679
C 0.9324 -5.7752 0.7050
H 0.2932 -4.0382 1.8415
C 0.7647 -5.5563 -1.7064
H 0.0233 -3.6433 -2.4341
C 1.0806 -6.3210 -0.5763
H 1.1960 -6.3463 1.5976
H 0.8956 -5.9777 -2.7054
H 1.4520 -7.3406 -0.6928
C 1.4603 5.0119 3.3436
O 1.2623 4.3086 2.1086
P -0.1367 3.5334 1.6607
O -1.2891 4.3611 2.5217
C -1.6246 3.9640 3.8753
O -0.3643 4.1566 0.1271
C -0.6638 5.5287 -0.1603
H 2.4682 5.4315 3.2854
H 1.4035 4.3472 4.2183
H 0.7427 5.8348 3.4551
H -1.4301 2.8970 4.0826
H -1.0624 4.5754 4.5961
H -2.6990 4.1432 4.0056
H -1.2911 5.5180 -1.0555
H -1.2085 6.0126 0.6565
H 0.2588 6.0759 -0.3784

Energy relative to the best compared isomer or geometry (same formula, charge and spin) across the listed records, respectively: 95.6 199.9 kJ/mol.